Entry 1:
ORCA calculation (ωB97M-V/def2-TZVPD) on 2 unconnected molecules or ions with the total composition C3H10O2 in a non-equilibrium geometry.

Geometry (Å):
C  1.237  0.560  -2.087
C  0.896  1.110  -0.684
C  0.491  0.064  0.325
O  -0.261  0.684  1.391
H  0.478  0.848  -2.803
H  2.197  0.909  -2.437
H  1.276  -0.532  -2.137
H  0.082  1.816  -0.791
H  1.727  1.702  -0.288
H  1.281  -0.412  0.890
H  -0.119  -0.706  -0.138
H  -1.161  0.337  1.409
O  -1.955  -1.952  1.078
H  -1.703  -2.660  0.470
H  -2.694  -1.551  0.593

spin multiplicity: 1
gap between HOMO and LUMO: 10.45 eV
total charge: 0
SMILES: CCCO.O

=====

Entry 2:
ORCA calculation (ωB97M-V/def2-TZVPD) on 2 unconnected molecules or ions with the total composition C3H10O2 in a non-equilibrium geometry.

Geometry (Å):
C  2.167  0.349  -1.125
C  0.720  0.017  -0.740
C  0.163  0.620  0.572
O  -1.265  0.876  0.276
H  2.719  0.027  -0.153
H  2.634  -0.264  -1.887
H  2.340  1.323  -1.309
H  0.757  -1.126  -0.553
H  0.018  0.220  -1.670
H  0.640  1.543  0.820
H  0.241  0.023  1.495
H  -1.613  0.618  -0.584
O  -3.362  -1.775  1.528
H  -3.738  -0.833  1.643
H  -2.421  -1.619  1.687

spin multiplicity: 1
gap between HOMO and LUMO: 11.36 eV
total charge: 0
SMILES: CCCO.O

=====

Entry 3:
ORCA calculation (ωB97M-V/def2-TZVPD) on 2 unconnected molecules or ions with the total composition C3H10O2.

Geometry (Å):
C  2.246  0.058  -0.261
C  0.770  -0.187  -0.625
C  -0.163  0.724  0.133
O  -1.475  0.609  -0.414
H  2.860  0.158  -1.161
H  2.383  0.979  0.308
H  2.662  -0.752  0.326
H  0.509  -1.214  -0.376
H  0.622  -0.052  -1.702
H  0.191  1.755  0.087
H  -0.185  0.413  1.179
H  -1.996  1.402  -0.274
O  -2.680  -1.601  1.161
H  -2.242  -1.189  0.403
H  -3.503  -1.104  1.216

spin multiplicity: 1
gap between HOMO and LUMO: 11.36 eV
total charge: 0
SMILES: CCCO.O

=====

Entry 4:
ORCA calculation (ωB97M-V/def2-TZVPD) on 2 unconnected molecules or ions with the total composition C3H10O2S in a non-equilibrium geometry.

Geometry (Å):
C  -1.751  -2.428  1.690
S  -1.592  -0.656  1.113
C  0.100  -0.753  0.495
C  0.415  0.324  -0.610
O  0.283  1.662  -0.169
H  -1.061  -2.636  2.525
H  -1.611  -3.201  0.916
H  -2.786  -2.489  2.065
H  0.814  -0.489  1.298
H  0.293  -1.804  0.205
H  1.495  0.302  -0.853
H  -0.142  0.047  -1.525
H  0.669  2.227  -0.871
O  1.468  3.064  -1.806
H  2.389  3.406  -1.868
H  1.016  3.423  -2.603

spin multiplicity: 1
gap between HOMO and LUMO: 8.35 eV
total charge: 0
SMILES: CSCCO.O

=====

Results for E_HOMO: -9.912 -10.503 -10.632 -8.140 (in eV, following the order of the records).
Results for energy above the lowest of the compared OMol25 structures with the same formula, charge and spin: 46.7 123.3 18.8 54.7 (in kJ/mol, following the order of the records).
Results for molecular weight: 78.11 78.11 78.11 110.18 (in Da, following the order of the records).